Record 1
{
  "formula": "C22H22N6RuS",
  "method": "wB97M-V/def2-TZVPD",
  "homo_energy_ev": [-10.68, -11.46],
  "total_charge": 1,
  "spin_multiplicity": 6,
  "relative_energy_kj_mol": 44.66,
  "total_energy_ev": -45520.8031,
  "symbols": ["Ru", "C", "C", "C", "C", "C", "H", "H", "H", "H", "H", "N", "C", "C", "C", "C", "C", "C", "N", "C", "C", "C", "S", "C", "N", "H", "H", "H", "H", "H", "H", "H", "N", "C", "N", "C", "N", "C", "C", "C", "C", "C", "H", "H", "H", "H", "H", "H", "H", "H", "H", "H"],
  "xyz": [[-0.18512, 0.06187, 0.06735], [-2.38094, 0.70846, 1.02282], [-1.33207, 1.25411, 1.80145], [-0.79853, 0.20289, 2.60004], [-1.51082, -0.97427, 2.30862], [-2.48790, -0.66802, 1.34195], [-3.05119, 1.27502, 0.39567], [-1.11989, 2.30768, 1.88944], [-0.02938, 0.27964, 3.35251], [-1.34779, -1.93771, 2.76420], [-3.23386, -1.35109, 0.96593], [2.99926, 3.17104, -0.48466], [2.80533, 3.60979, 0.80921], [3.39762, 4.63532, 1.53455], [2.97066, 4.79820, 2.83555], [1.99372, 3.96103, 3.39044], [1.40315, 2.95052, 2.66094], [1.80327, 2.77989, 1.33590], [1.41828, 1.86564, 0.36106], [2.16452, 2.12824, -0.69347], [2.10890, 1.35040, -1.91264], [2.93265, 1.40217, -2.99768], [2.48263, 0.20566, -4.12707], [1.23051, -0.30115, -3.07489], [1.14417, 0.38222, -1.98007], [3.67623, 3.52949, -1.13491], [4.15685, 5.26822, 1.09409], [3.40145, 5.58539, 3.43921], [1.70787, 4.11069, 4.42268], [0.66766, 2.30343, 3.11229], [3.76774, 2.05915, -3.17977], [0.58554, -1.13023, -3.32299], [1.32453, -2.76748, -0.15246], [0.80339, -1.81398, 0.24820], [-1.63049, -0.40333, -1.64537], [-2.31637, -1.13239, -2.23310], [-3.09555, -1.93935, -2.88649], [-2.57544, -2.86924, -3.89840], [-3.28144, -4.21405, -3.77614], [-4.79912, -4.03274, -3.83623], [-5.26000, -3.07689, -2.73479], [-4.55398, -1.73452, -2.87262], [-1.50163, -2.98021, -3.75568], [-2.75750, -2.44356, -4.89100], [-3.00600, -4.68492, -2.82992], [-2.93762, -4.86063, -4.58402], [-5.29395, -4.99725, -3.72559], [-5.08344, -3.63024, -4.81331], [-5.03204, -3.51011, -1.75801], [-6.33689, -2.91354, -2.78708], [-4.80542, -1.06518, -2.05167], [-4.84653, -1.25607, -3.81300]]
}

---

Record 2
{
  "formula": "C3H6O4",
  "method": "wB97M-V/def2-TZVPD",
  "homo_energy_ev": -10.51,
  "smiles": "COC=O.O=CO",
  "relative_energy_kj_mol": 155.11,
  "total_energy_ev": -11397.0854,
  "symbols": ["C", "O", "C", "O", "H", "H", "H", "H", "O", "C", "O", "H", "H"],
  "xyz": [[2.41704, 0.41446, 0.41794], [1.23524, 0.97300, -0.11887], [0.28429, 0.11564, -0.59244], [0.23757, -1.03797, -0.17034], [2.53007, 0.75556, 1.42852], [3.20161, 0.78006, -0.15417], [2.26561, -0.78742, 0.34019], [-0.19405, 0.35392, -1.55224], [-2.04393, 1.02996, 0.39575], [-2.65199, 0.00528, 0.03402], [-2.26423, -1.20449, 0.14855], [-3.73948, -0.05131, -0.25491], [-1.27775, -1.34671, 0.07799]]
}

---

Record 3
{
  "formula": "C18H37OP3SeY",
  "method": "wB97M-V/def2-TZVPD",
  "homo_energy_ev": -15.73,
  "total_charge": 3,
  "relative_energy_kj_mol": 0.00,
  "total_energy_ev": -115540.5118,
  "symbols": ["Y", "P", "P", "P", "H", "C", "C", "H", "C", "C", "C", "C", "C", "C", "C", "C", "C", "H", "H", "H", "H", "H", "H", "H", "H", "H", "H", "H", "H", "H", "H", "H", "H", "H", "H", "H", "H", "H", "H", "H", "H", "H", "H", "H", "H", "H", "C", "C", "C", "C", "C", "C", "Se", "H", "H", "H", "H", "H", "H", "O", "C"],
  "xyz": [[1.27909, -0.90859, -0.17370], [2.79124, 1.32504, -0.15499], [-0.47270, 2.67810, 0.93193], [-0.77323, 0.03582, -1.81243], [1.14970, -4.74020, 1.37974], [1.45984, -4.29662, 0.44586], [1.84993, -3.00177, 0.36502], [1.84317, -2.37373, 1.29211], [4.21346, 1.55464, 0.93892], [2.70778, 2.89559, -1.04824], [3.44732, 0.14088, -1.42862], [-2.07072, 2.93238, 1.81383], [0.54187, 3.70625, 2.08090], [-0.74315, 3.96784, -0.36164], [-1.05599, -1.51660, -2.74538], [-0.21259, 1.19634, -3.10740], [-2.47049, 0.58841, -1.54592], [1.50474, -4.95156, -0.42223], [2.41738, -2.70259, -0.57260], [4.44650, 0.62516, 1.47923], [3.97353, 2.34564, 1.66542], [5.06728, 1.86159, 0.31358], [2.46823, 3.70694, -0.34312], [1.95044, 2.84717, -1.84612], [3.70249, 3.07164, -1.48618], [3.51577, -0.93220, -1.12297], [4.48217, 0.49380, -1.54082], [2.93971, 0.22364, -2.40448], [-2.34257, 3.99492, 1.79464], [-1.97343, 2.59488, 2.84943], [-2.85592, 2.34529, 1.32981], [0.14824, 4.73047, 2.11106], [1.58997, 3.71250, 1.76348], [0.48848, 3.25930, 3.07849], [-1.12533, 4.87824, 0.12728], [-1.48039, 3.62216, -1.10076], [0.19256, 4.20203, -0.88774], [-1.81878, -1.30828, -3.50751], [-1.39951, -2.31401, -2.07113], [-0.12676, -1.84370, -3.22762], [-0.76881, 0.97638, -4.02672], [0.86274, 1.08000, -3.30372], [-0.39615, 2.23240, -2.79578], [-3.06131, 0.41037, -2.45976], [-2.51726, 1.65784, -1.29198], [-2.92181, 0.02599, -0.71603], [-2.33800, -2.62805, 1.87999], [-1.50111, -3.73806, 2.14406], [-1.71840, -4.95486, 1.49198], [-2.68942, -5.04514, 0.48637], [-3.38600, -3.88786, 0.10469], [-3.17826, -2.68403, 0.76040], [-2.44676, -1.19180, 3.14867], [-3.37599, -0.38021, 2.32098], [-0.69091, -3.65562, 2.86943], [-1.12914, -5.83997, 1.75499], [-2.91240, -6.00767, 0.02216], [-4.12298, -3.95077, -0.70421], [-3.71187, -1.77690, 0.44722], [1.45994, 0.56159, 3.04708], [1.29459, 0.14957, 1.97104]]
}

---

Number 1 is which compound? C22H22N6RuS